Entry from OMol25: an isolated molecule of C2H2N2O2S (ωB97M-V/def2-TZVPD).

Atoms and positions in Å:
C -0.63976 1.19396 0.01437
C 0.70069 0.78415 0.00537
N -0.59350 -1.19407 0.04205
N 0.65551 -0.68333 0.00462
O 1.74471 1.38393 -0.00449
O 1.61038 -1.45659 -0.02486
S -1.80002 -0.04995 0.00524
H -0.95539 2.21677 0.01226
H -0.72263 -2.19487 -0.05456

Cartesian forces (eV/Å) of the 2 atoms listed first:
-0.12 -0.50 -0.05
-0.70 0.27 0.00

Output
HOMO level (spin up / spin down) = -8.217 / -8.099 eV
E = -735.45246 Ha
Kohn-Sham gap (spin up / spin down) = 7.23 / 7.46 eV
total charge = 0